10 unconnected molecules or ions with the total composition C32H95N9O2 in a non-equilibrium geometry, computed with ωB97M-V/def2-TZVPD.

Element x y z (Å)
N 34.095 -5.444 -11.909
H 33.781 -4.617 -12.463
H 33.490 -6.198 -12.220
H 33.904 -5.213 -10.939
H 35.082 -5.579 -12.109
N 34.705 -1.658 -11.129
H 34.191 -2.096 -11.920
H 35.627 -2.085 -11.124
H 34.252 -1.937 -10.266
H 34.696 -0.616 -11.284
N 31.250 -4.804 -17.390
H 30.449 -4.789 -18.012
H 32.216 -4.985 -17.765
H 31.009 -5.501 -16.689
H 31.313 -3.951 -16.789
N 30.777 -3.884 -13.487
H 31.718 -3.676 -13.102
H 30.722 -4.885 -13.633
H 30.929 -3.402 -14.397
H 30.006 -3.507 -12.917
O 33.270 -3.015 -13.164
C 33.604 -2.468 -14.434
C 32.495 -1.816 -15.345
O 31.430 -2.593 -15.812
H 34.119 -3.231 -15.030
H 34.352 -1.681 -14.276
H 33.005 -1.353 -16.200
H 32.117 -0.926 -14.821
C 35.094 1.355 -9.303
C 34.388 2.017 -10.479
N 34.222 1.011 -11.560
C 32.895 1.027 -12.162
C 31.852 0.471 -11.174
C 35.202 1.252 -12.662
C 36.658 1.144 -12.274
H 36.081 0.941 -9.516
H 34.506 0.526 -8.907
H 35.270 2.113 -8.538
H 33.457 2.433 -10.095
H 34.922 2.855 -10.931
H 32.666 2.081 -12.353
H 32.827 0.404 -13.054
H 31.993 -0.605 -11.055
H 31.926 1.007 -10.230
H 30.867 0.574 -11.629
H 34.929 2.207 -13.122
H 34.969 0.510 -13.430
H 37.279 1.466 -13.110
H 36.893 0.113 -12.010
H 36.902 1.851 -11.481
C 40.628 -3.477 -14.180
C 39.142 -3.175 -14.283
N 38.765 -2.069 -15.163
C 37.309 -1.881 -15.073
C 36.868 -0.574 -15.734
C 39.303 -2.166 -16.513
C 38.842 -3.407 -17.318
H 40.821 -4.201 -13.386
H 41.212 -2.583 -13.963
H 41.033 -3.974 -15.063
H 38.645 -4.105 -14.590
H 38.789 -2.875 -13.294
H 37.037 -1.802 -14.019
H 36.767 -2.693 -15.570
H 37.361 0.272 -15.251
H 35.832 -0.372 -15.451
H 36.996 -0.568 -16.814
H 39.074 -1.276 -17.102
H 40.393 -2.143 -16.534
H 39.247 -3.376 -18.327
H 39.190 -4.292 -16.782
H 37.752 -3.464 -17.348
C 30.299 1.632 -14.753
C 28.949 2.197 -14.343
N 28.835 3.654 -14.505
C 28.967 4.089 -15.903
C 27.794 3.722 -16.824
C 27.556 4.067 -13.909
C 27.529 5.605 -13.775
H 30.527 1.815 -15.803
H 30.279 0.540 -14.688
H 31.182 1.929 -14.185
H 28.181 1.741 -14.980
H 28.753 1.872 -13.320
H 29.161 5.159 -15.966
H 29.845 3.602 -16.328
H 27.994 4.014 -17.855
H 27.551 2.658 -16.817
H 26.849 4.211 -16.582
H 27.486 3.680 -12.894
H 26.686 3.825 -14.525
H 26.701 5.953 -13.157
H 27.493 6.097 -14.747
H 28.449 5.923 -13.284
C 35.664 -5.831 -16.381
C 34.145 -5.774 -16.774
N 33.838 -5.299 -18.129
C 34.228 -6.276 -19.191
C 33.688 -7.668 -18.944
C 34.392 -3.959 -18.402
C 33.650 -3.182 -19.487
H 35.754 -6.144 -15.341
H 36.040 -4.816 -16.486
H 36.124 -6.572 -17.032
H 33.667 -6.729 -16.545
H 33.599 -5.145 -16.061
H 33.766 -5.945 -20.121
H 35.315 -6.172 -19.227
H 32.609 -7.702 -18.790
H 33.929 -8.318 -19.785
H 34.144 -8.150 -18.077
H 35.473 -3.993 -18.551
H 34.211 -3.326 -17.528
H 33.544 -3.765 -20.401
H 34.424 -2.429 -19.658
H 32.731 -2.655 -19.241
C 27.676 -5.437 -12.046
C 27.508 -4.027 -11.500
N 28.280 -2.992 -12.214
C 27.398 -2.585 -13.338
C 28.052 -1.572 -14.289
C 28.514 -1.835 -11.339
C 29.605 -2.141 -10.299
H 27.109 -6.174 -11.479
H 28.713 -5.763 -12.124
H 27.211 -5.433 -13.036
H 26.453 -3.772 -11.380
H 27.877 -4.152 -10.478
H 27.152 -3.405 -14.014
H 26.449 -2.160 -13.002
H 28.187 -0.587 -13.844
H 29.032 -1.942 -14.600
H 27.422 -1.466 -15.171
H 27.622 -1.426 -10.858
H 28.955 -1.029 -11.928
H 30.479 -2.490 -10.852
H 29.331 -2.887 -9.551
H 29.891 -1.287 -9.684

Calculated values
LUMO	-5.86	eV
E_HOMO	-0.4173	Eh
total charge	+2
E	-52214.9487	eV
Kohn-Sham gap	5.5	eV

These are the Löwdin partial charges, in e, on atoms 1 to 99: atom 1 (N): 0.3084, atom 2 (H): 0.0708, atom 3 (H): 0.1475, atom 4 (H): 0.1466, atom 5 (H): 0.1507, atom 6 (N): 0.2793, atom 7 (H): 0.0584, atom 8 (H): 0.1281, atom 9 (H): 0.1289, atom 10 (H): 0.0658, atom 11 (N): 0.2609, atom 12 (H): 0.1393, atom 13 (H): 0.0636, atom 14 (H): 0.1197, atom 15 (H): 0.0499, atom 16 (N): 0.2508, atom 17 (H): 0.0457, atom 18 (H): 0.1119, atom 19 (H): 0.0475, atom 20 (H): 0.0750, atom 21 (O): -0.4047, atom 22 (C): -0.3077, atom 23 (C): -0.3418, atom 24 (O): -0.3531, atom 25 (H): 0.0725, atom 26 (H): 0.0659, atom 27 (H): 0.1002, atom 28 (H): 0.0741, atom 29 (C): -0.0784, atom 30 (C): -0.2146, atom 31 (N): -0.2451, atom 32 (C): -0.2477, atom 33 (C): -0.0561, atom 34 (C): -0.2420, atom 35 (C): -0.0666, atom 36 (H): 0.0633, atom 37 (H): 0.0677, atom 38 (H): 0.0861, atom 39 (H): 0.1164, atom 40 (H): 0.1237, atom 41 (H): 0.1251, atom 42 (H): 0.0991, atom 43 (H): 0.0462, atom 44 (H): 0.0748, atom 45 (H): 0.0692, atom 46 (H): 0.1319, atom 47 (H): 0.0887, atom 48 (H): 0.0813, atom 49 (H): 0.0651, atom 50 (H): 0.0753, atom 51 (C): -0.0853, atom 52 (C): -0.2817, atom 53 (N): -0.1772, atom 54 (C): -0.2640, atom 55 (C): -0.0725, atom 56 (C): -0.2363, atom 57 (C): -0.0651, atom 58 (H): 0.0745, atom 59 (H): 0.0848, atom 60 (H): 0.0707, atom 61 (H): 0.1011, atom 62 (H): 0.1018, atom 63 (H): 0.0912, atom 64 (H): 0.0860, atom 65 (H): 0.0722, atom 66 (H): 0.0458, atom 67 (H): 0.0743, atom 68 (H): 0.1053, atom 69 (H): 0.1129, atom 70 (H): 0.0807, atom 71 (H): 0.0636, atom 72 (H): 0.0348, atom 73 (C): -0.0822, atom 74 (C): -0.2666, atom 75 (N): -0.1779, atom 76 (C): -0.2335, atom 77 (C): -0.0848, atom 78 (C): -0.2613, atom 79 (C): -0.0862, atom 80 (H): 0.0694, atom 81 (H): 0.0488, atom 82 (H): 0.0563, atom 83 (H): 0.1015, atom 84 (H): 0.1023, atom 85 (H): 0.1101, atom 86 (H): 0.0924, atom 87 (H): 0.0766, atom 88 (H): 0.0648, atom 89 (H): 0.0645, atom 90 (H): 0.1104, atom 91 (H): 0.1017, atom 92 (H): 0.0720, atom 93 (H): 0.0631, atom 94 (H): 0.0749, atom 95 (C): -0.0419, atom 96 (C): -0.2653, atom 97 (N): -0.2367, atom 98 (C): -0.2050, atom 99 (C): -0.0796

---

2 unconnected molecules or ions with the total composition C36H44N5O3 in a non-equilibrium geometry, computed with ωB97M-V/def2-TZVPD.

Element x y z (Å)
C 1.094 -3.876 3.762
O 0.636 -3.832 2.389
C 1.580 -3.552 1.452
C 1.192 -3.689 0.110
N -0.159 -4.002 -0.227
C -1.260 -3.376 0.340
N -2.323 -4.010 -0.251
C -3.701 -3.749 0.039
C -1.909 -4.948 -1.200
C -0.564 -4.947 -1.175
C 2.149 -3.527 -0.909
O 1.703 -3.622 -2.187
C 2.660 -3.327 -3.229
C 3.480 -3.197 -0.587
C 3.844 -3.067 0.747
C 2.919 -3.247 1.769
H 0.215 -4.131 4.352
H 1.880 -4.635 3.893
H 1.486 -2.898 4.079
H -3.768 -2.945 0.781
H -4.247 -3.456 -0.870
H -4.197 -4.648 0.433
H -2.600 -5.517 -1.790
H 0.145 -5.520 -1.727
H 2.107 -3.439 -4.158
H 3.041 -2.302 -3.129
H 3.505 -4.027 -3.199
H 4.207 -3.032 -1.380
H 4.875 -2.821 0.994
H 3.233 -3.174 2.808
C -3.816 3.514 6.175
N -3.086 2.488 5.466
C -2.258 1.631 6.130
O -2.027 1.653 7.336
C -1.677 0.658 5.101
C -2.190 -0.772 5.314
C -1.761 -1.352 6.649
C -0.505 -1.955 6.774
C -0.098 -2.475 8.010
C -0.945 -2.375 9.123
C -2.203 -1.769 8.997
C -2.607 -1.260 7.762
N -2.120 1.257 3.835
C -1.746 0.756 2.640
C -2.154 1.267 1.412
C -1.811 0.775 0.155
C -2.253 1.374 -1.072
C -1.859 0.840 -2.334
C -2.279 1.398 -3.527
C -3.129 2.538 -3.523
N -3.562 3.114 -4.722
C -4.840 2.775 -5.316
C -2.890 4.255 -5.310
C -3.534 3.087 -2.284
C -3.105 2.521 -1.096
C -3.024 2.411 4.012
C -4.432 2.138 3.469
C -2.401 3.703 3.465
H -3.714 3.339 7.250
H -3.433 4.515 5.941
H -4.877 3.481 5.904
H -0.572 0.688 5.173
H -3.293 -0.730 5.256
H -1.814 -1.387 4.480
H 0.145 -2.006 5.894
H 0.881 -2.953 8.094
H -0.627 -2.771 10.089
H -2.874 -1.680 9.855
H -3.581 -0.775 7.651
H -1.071 -0.105 2.681
H -2.807 2.137 1.442
H -1.163 -0.105 0.087
H -1.207 -0.035 -2.348
H -1.979 0.990 -4.498
H -5.306 1.973 -4.731
H -5.511 3.649 -5.336
H -4.701 2.429 -6.352
H -1.993 4.485 -4.723
H -2.593 4.032 -6.347
H -3.550 5.138 -5.328
H -4.192 3.963 -2.288
H -3.445 2.980 -0.167
H -4.850 1.256 3.976
H -5.071 3.008 3.667
H -4.422 1.941 2.396
H -1.440 3.870 3.973
H -2.215 3.640 2.392
H -3.077 4.544 3.666

Calculated values
LUMO	-4.43	eV
E_HOMO	-0.3743	Eh
total charge	+1
E	-51630.5815	eV
Kohn-Sham gap	5.8	eV

Which charges does Löwdin predict for the atoms? In e, they are: atom 1 (C): -0.0605, atom 2 (O): -0.0983, atom 3 (C): -0.2196, atom 4 (C): -0.0719, atom 5 (N): -0.0382, atom 6 (C): 0.0079, atom 7 (N): -0.1907, atom 8 (C): -0.0679, atom 9 (C): -0.0566, atom 10 (C): -0.0433, atom 11 (C): -0.2138, atom 12 (O): -0.0950, atom 13 (C): -0.0505, atom 14 (C): -0.0282, atom 15 (C): -0.0749, atom 16 (C): -0.0289, atom 17 (H): 0.0906, atom 18 (H): 0.1033, atom 19 (H): 0.0813, atom 20 (H): 0.0778, atom 21 (H): 0.0887, atom 22 (H): 0.0928, atom 23 (H): 0.1148, atom 24 (H): 0.1170, atom 25 (H): 0.0937, atom 26 (H): 0.0972, atom 27 (H): 0.0990, atom 28 (H): 0.1009, atom 29 (H): 0.1125, atom 30 (H): 0.0996, atom 31 (C): -0.0010, atom 32 (N): -0.0375, atom 33 (C): -0.3743, atom 34 (O): 0.0958, atom 35 (C): -0.1466, atom 36 (C): -0.0776, atom 37 (C): -0.2328, atom 38 (C): -0.0439, atom 39 (C): -0.0708, atom 40 (C): -0.0740, atom 41 (C): -0.0631, atom 42 (C): -0.0473, atom 43 (N): 0.0493, atom 44 (C): 0.0356, atom 45 (C): -0.0657, atom 46 (C): 0.0554, atom 47 (C): -0.2006, atom 48 (C): -0.0020, atom 49 (C): 0.0215, atom 50 (C): -0.2312, atom 51 (N): -0.2559, atom 52 (C): -0.0686, atom 53 (C): -0.0685, atom 54 (C): 0.0156, atom 55 (C): -0.0032, atom 56 (C): -0.4633, atom 57 (C): 0.0192, atom 58 (C): 0.0200, atom 59 (H): 0.1035, atom 60 (H): 0.0980, atom 61 (H): 0.0951, atom 62 (H): 0.1804, atom 63 (H): 0.1338, atom 64 (H): 0.1200, atom 65 (H): 0.0938, atom 66 (H): 0.1065, atom 67 (H): 0.1070, atom 68 (H): 0.1104, atom 69 (H): 0.1187, atom 70 (H): 0.1577, atom 71 (H): 0.0567, atom 72 (H): 0.1216, atom 73 (H): 0.1219, atom 74 (H): 0.1292, atom 75 (H): 0.0924, atom 76 (H): 0.0852, atom 77 (H): 0.0873, atom 78 (H): 0.0926, atom 79 (H): 0.0875, atom 80 (H): 0.0851, atom 81 (H): 0.1308, atom 82 (H): 0.1051, atom 83 (H): 0.1057, atom 84 (H): 0.0956, atom 85 (H): 0.0735, atom 86 (H): 0.1124, atom 87 (H): 0.0731, atom 88 (H): 0.0963

---

C3H4N4 in the gas phase in a non-equilibrium geometry, computed with ωB97M-V/def2-TZVPD.

Element x y z (Å)
N -1.915 -0.473 -1.083
C -0.585 -0.444 -0.798
C 0.158 0.380 2.563
N 1.048 0.495 1.798
C 1.864 0.571 0.677
N 1.411 0.584 -0.511
N 0.052 0.655 -0.673
H -2.420 -1.341 -1.070
H -2.441 0.386 -1.036
H -0.106 -1.424 -0.715
H 2.934 0.613 0.849

Calculated values
LUMO	0.61	eV
E_HOMO	-0.3316	Eh
E	-9133.5928	eV
Kohn-Sham gap	9.6	eV

Which charges does Löwdin predict for the atoms? In e, they are: atom 1 (N): 0.0851, atom 2 (C): -0.2901, atom 3 (C): 0.0446, atom 4 (N): -0.0370, atom 5 (C): -0.2329, atom 6 (N): 0.0121, atom 7 (N): -0.0084, atom 8 (H): 0.0872, atom 9 (H): 0.0980, atom 10 (H): 0.1321, atom 11 (H): 0.1092

---

2 unconnected molecules or ions with the total composition C5H11NO in a non-equilibrium geometry, computed with ωB97M-V/def2-TZVPD.

Element x y z (Å)
C -2.499 -0.566 -0.850
C 1.188 1.347 0.657
C 0.762 -1.144 0.876
C 0.444 -0.073 -1.340
C 0.328 0.191 0.089
N -1.074 0.389 0.423
O -1.361 1.441 0.948
H -3.530 -0.426 -0.549
H -2.099 -1.582 -0.829
H 1.089 1.326 1.836
H 2.175 1.126 0.330
H 0.856 2.349 0.349
H 1.804 -1.385 0.814
H -0.047 -1.865 0.577
H 0.706 -0.868 1.896
H 0.145 -1.164 -1.572
H -0.358 0.690 -1.955
H 1.472 0.213 -1.701

Calculated values
LUMO (spin up / spin down)	-0.07 / -0.56	eV
E_HOMO (spin up / spin down)	-0.3133 / -0.2876	Eh
E	-8893.5555	eV
Kohn-Sham gap (spin up / spin down)	8.5 / 7.3	eV

Which charges does Löwdin predict for the atoms? In e, they are: atom 1 (C): 0.1499, atom 2 (C): -0.0455, atom 3 (C): -0.0144, atom 4 (C): -0.1013, atom 5 (C): -0.6505, atom 6 (N): -0.0994, atom 7 (O): 0.0244, atom 8 (H): -0.0440, atom 9 (H): -0.0494, atom 10 (H): 0.1245, atom 11 (H): 0.0638, atom 12 (H): 0.0820, atom 13 (H): 0.0788, atom 14 (H): 0.0917, atom 15 (H): 0.0523, atom 16 (H): 0.0959, atom 17 (H): 0.1493, atom 18 (H): 0.0920

---

A molecular structure, C7H5NO4S in a non-equilibrium geometry, computed with ωB97M-V/def2-TZVPD.

Element x y z (Å)
C 2.595 0.671 -0.005
C 2.507 -0.712 -0.050
C 1.445 1.440 0.115
C 1.272 -1.326 -0.006
C 0.201 0.839 0.187
C 0.110 -0.549 0.102
C -1.114 -1.280 0.052
N -2.444 -0.279 1.082
O -1.525 -2.304 -0.304
O -2.146 0.235 -1.420
O -3.329 1.893 -0.055
O -3.713 -0.590 0.366
S -2.825 0.575 -0.207
H 3.557 1.153 -0.077
H 3.400 -1.312 -0.134
H 1.521 2.514 0.146
H 1.188 -2.401 -0.056
H -0.699 1.432 0.264

Calculated values
LUMO	-0.71	eV
E_HOMO	-0.3639	Eh
E	-27850.5426	eV
Kohn-Sham gap	9.2	eV

Which charges does Löwdin predict for the atoms? In e, they are: atom 1 (C): -0.0537, atom 2 (C): -0.0583, atom 3 (C): -0.0431, atom 4 (C): 0.0061, atom 5 (C): -0.0095, atom 6 (C): -0.1775, atom 7 (C): -0.2508, atom 8 (N): -0.0600, atom 9 (O): 0.2181, atom 10 (O): -0.2433, atom 11 (O): -0.2365, atom 12 (O): -0.1820, atom 13 (S): 0.5385, atom 14 (H): 0.1098, atom 15 (H): 0.1104, atom 16 (H): 0.1132, atom 17 (H): 0.1273, atom 18 (H): 0.0914

---

C4H3NO2 in the gas phase, computed with ωB97M-V/def2-TZVPD.

Element x y z (Å)
O -2.507 -1.398 -0.275
C -1.381 -1.308 -0.705
C -0.396 -0.298 -0.275
N 0.744 -0.091 -0.858
C 1.372 0.825 -0.043
C 0.576 1.091 1.016
O -0.579 0.399 0.866
H -0.950 -2.007 -1.445
H 2.364 1.203 -0.240
H 0.756 1.584 1.958

Calculated values
LUMO	-0.18	eV
E_HOMO	-0.3672	Eh
E	-9780.5689	eV
Kohn-Sham gap	9.8	eV
SMILES	O=Cc1ncco1

Which charges does Löwdin predict for the atoms? In e, they are: atom 1 (O): 0.0828, atom 2 (C): -0.1718, atom 3 (C): -0.3338, atom 4 (N): 0.1459, atom 5 (C): -0.1065, atom 6 (C): -0.0772, atom 7 (O): 0.0936, atom 8 (H): 0.1305, atom 9 (H): 0.1096, atom 10 (H): 0.1269

---

C4H7NO2 in the gas phase, computed with ωB97M-V/def2-TZVPD.

Element x y z (Å)
N 1.746 0.590 1.873
C 0.643 0.695 1.069
O 0.256 1.777 0.654
C -0.020 -0.612 0.781
C -0.833 -0.839 -0.254
C -1.233 0.115 -1.347
O -0.963 -0.465 -2.615
H 2.301 1.425 1.986
H 2.199 -0.296 2.028
H 0.209 -1.431 1.461
H -0.004 -0.470 -2.725
H -1.232 -1.846 -0.381
H -0.752 1.088 -1.220
H -2.317 0.268 -1.311

Calculated values
LUMO	0.75	eV
E_HOMO	-0.3592	Eh
E	-9846.2513	eV
Kohn-Sham gap	10.5	eV
SMILES	NC(=O)/C=C\CO

Which charges does Löwdin predict for the atoms? In e, they are: atom 1 (N): 0.1458, atom 2 (C): -0.5365, atom 3 (O): 0.0423, atom 4 (C): -0.0284, atom 5 (C): -0.0495, atom 6 (C): -0.2498, atom 7 (O): -0.0653, atom 8 (H): 0.1072, atom 9 (H): 0.0952, atom 10 (H): 0.1023, atom 11 (H): 0.0892, atom 12 (H): 0.1143, atom 13 (H): 0.1051, atom 14 (H): 0.1281

---

The highest E belongs to which entry? C5H11NO